No. 1
22
Properties=species:S:1:pos:R:3:forces:R:3:mulliken_charge:R:1 method="wB97M-V/def2-TZVPD" relative_energy_kcal_mol=54.8 smiles="O=C=CCc1cccc([N+](=O)[O-])c1.Cl" homo_energy_ev=-9.36 homo_lumo_gap_ev=8.08
O 1.483804 -3.806738 -1.283177 0.195 -0.821 -0.277 -0.37
C 1.545463 -3.058248 -0.410124 -0.198 0.196 -1.088 0.77
C 1.557837 -2.114231 0.468786 0.232 1.412 0.994 -1.18
C 2.118258 -0.710932 0.267406 1.105 0.139 -0.408 -0.27
C 1.062378 0.385501 0.127455 -1.372 -1.215 0.333 0.29
C 1.444750 1.678546 -0.043403 -1.641 1.188 -1.364 -0.73
C 0.514375 2.701415 -0.355200 -0.738 -3.780 1.507 -0.67
C -0.863619 2.435414 -0.275406 0.051 0.145 -0.403 -0.37
C -1.288842 1.123677 -0.013965 3.839 0.561 -0.798 -0.13
N -2.668461 0.836533 -0.066118 -0.544 -0.389 1.329 0.96
O -3.473113 1.620915 -0.501298 0.079 -0.127 -0.352 -0.56
O -2.941263 -0.201070 0.529140 -1.009 -0.227 -0.191 -0.66
C -0.296768 0.094568 0.118214 -0.978 0.056 -0.155 0.28
H 1.046778 -2.330987 1.385169 -0.134 -0.159 0.417 0.44
H 2.813943 -0.702162 -0.708134 -1.205 0.155 2.479 0.33
H 2.637732 -0.399705 1.250731 -0.024 -0.679 -1.830 0.26
H 2.450426 1.764352 -0.313327 1.660 0.927 0.109 0.42
H 0.933819 3.504467 -0.804647 0.665 2.984 -0.864 0.46
H -1.631519 3.184172 -0.537001 0.628 -0.411 0.245 0.41
H -0.502096 -0.977068 0.076365 -0.674 0.425 0.322 0.33
Cl -2.873830 -3.199758 0.687900 -0.301 2.163 -0.558 -0.36
H -3.070056 -1.828667 0.400644 0.363 -2.543 0.552 0.37

=====

No. 2
12
Properties=species:S:1:pos:R:3:forces:R:3:mulliken_charge:R:1 method="wB97M-V/def2-TZVPD" relative_energy_kcal_mol=41.6 smiles="C1=CNC=NC1" homo_energy_ev=-7.94 homo_lumo_gap_ev=8.65
C 0.326504 1.166288 -0.076316 0.427 0.958 0.639 -0.53
C -0.953856 0.845838 0.025670 1.695 -0.815 -0.623 -0.29
N -1.287270 -0.498549 0.042357 -3.411 1.215 -0.832 -0.23
C -0.297730 -1.405317 -0.005382 -1.016 -3.424 0.040 0.01
N 0.966232 -1.309500 -0.006765 -1.142 0.679 -0.064 -0.56
C 1.368984 0.073969 -0.015344 1.679 1.552 0.652 -0.33
H 0.740820 2.192387 0.102077 -0.788 -0.935 -0.585 0.29
H -1.817342 1.396861 0.015804 -1.454 2.161 0.215 0.46
H -2.316914 -0.670023 -0.296845 3.210 -0.341 1.018 0.27
H -0.818352 -2.372192 0.040734 0.958 -0.371 -0.226 0.32
H 1.911110 0.337039 0.903600 0.092 -0.560 0.314 0.26
H 2.177814 0.243199 -0.729585 -0.251 -0.120 -0.547 0.33

=====

No. 3
20
Properties=species:S:1:pos:R:3:forces:R:3:mulliken_charge:R:1 method="wB97M-V/def2-TZVPD" relative_energy_kcal_mol=9.8 homo_energy_ev=-15.62 charge=+1 homo_lumo_gap_ev=12.59
C -0.622041 -0.735112 1.146879 0.236 -0.151 -0.266 -0.48
C 0.021130 0.155847 2.180564 0.960 -0.391 0.602 -0.50
C -0.386845 1.613308 2.146795 0.088 0.436 0.138 -1.09
N -0.143306 -0.347824 -0.241400 0.219 0.215 0.765 -0.16
H -0.365104 -1.770066 1.345162 -0.163 -0.145 -0.217 0.32
H -1.695473 -0.597951 1.100632 -0.215 -0.151 0.237 0.34
H 1.112757 0.030364 2.154083 -0.011 0.235 -0.610 0.32
H -0.126269 -0.288882 3.168631 -0.662 0.159 -0.033 0.36
H 0.305376 2.231133 2.716377 0.010 -0.115 0.145 0.32
H -0.399381 2.087064 1.160334 -0.015 -0.221 -0.162 0.34
H -1.371215 1.756176 2.576404 -0.237 0.005 0.014 0.32
H 0.054105 0.644615 -0.127734 -0.044 0.277 -0.539 0.23
H 0.768218 -0.735375 -0.583385 -0.557 0.188 0.244 0.37
H -0.876647 -0.426697 -0.950198 0.229 0.106 -0.183 0.37
H -1.554002 -0.729224 -3.134907 -0.094 0.140 -0.251 0.31
H -1.675854 0.772068 -3.445433 -0.048 0.025 0.018 0.30
O -1.362279 0.147790 -2.783372 0.085 -0.331 0.209 -0.65
H 2.317973 -1.597018 -1.763107 0.134 0.017 0.151 0.33
H 2.902918 -0.222191 -1.947625 -0.119 0.231 0.242 0.32
O 2.327101 -0.720585 -1.351221 0.202 -0.529 -0.503 -0.68

=====

No. 4
8
Properties=species:S:1:pos:R:3:forces:R:3:mulliken_charge:R:1 method="wB97M-V/def2-TZVPD" relative_energy_kcal_mol=26.6 homo_energy_ev=-7.92 homo_lumo_gap_ev=7.89
N 0.051413 -2.621758 -0.331191 -1.497 -2.260 -0.396 -0.56
N 0.753479 -1.656141 -0.569158 -2.036 -2.460 -0.263 0.47
N -0.839135 1.653851 -0.462977 -0.299 0.623 -1.462 -0.49
N -0.457889 2.057804 0.588841 -0.518 -5.142 2.515 0.04
P 1.573894 -0.439741 -0.519008 2.000 2.409 -0.304 -0.17
H -0.477596 -3.248427 -1.050669 1.671 2.166 0.942 0.26
H -0.233358 2.949995 0.894416 0.592 2.927 0.295 0.20
H -0.370807 1.304417 1.449746 0.088 1.737 -1.329 0.25

=====

No. 5
28
Properties=species:S:1:pos:R:3:forces:R:3:mulliken_charge:R:1 method="wB97M-V/def2-TZVPD" smiles="CCCCNc1nn[nH][n+]1P(=N)(O)O" homo_energy_ev=-13.84 charge=+1 homo_lumo_gap_ev=9.48
C -2.220281 -1.626921 -1.541418 0.232 -0.365 0.453 -1.20
C -1.464858 -1.672622 -0.176484 -0.986 0.268 -0.635 -0.16
C -2.023212 -0.640806 0.835603 0.785 -0.744 0.185 -0.92
C -1.066190 0.496665 1.174737 -1.465 0.464 0.815 -0.42
N -0.794284 1.415505 0.040856 -0.313 -0.921 0.736 -0.07
C 0.173614 1.082229 -0.790216 0.862 -0.188 -1.513 0.43
N -0.000831 1.004224 -2.118690 -1.227 0.427 -0.741 -0.28
N 1.118570 0.713487 -2.684751 -0.100 0.063 -0.172 -0.52
N 1.991289 0.593926 -1.766770 1.865 -0.392 -0.584 0.16
N 1.485817 0.821501 -0.562969 -1.722 0.204 2.209 0.35
P 2.405273 0.801837 0.926319 3.503 -0.526 0.937 0.80
N 3.883119 0.920657 0.553312 -0.609 0.611 -0.123 -0.74
O 1.816986 1.919931 1.877590 -0.788 -0.786 -0.324 -0.42
O 2.178842 -0.636455 1.596766 -1.448 0.636 -1.081 -0.51
H -3.070533 -0.949322 -1.491013 0.109 0.188 -0.136 0.30
H -1.570545 -1.361638 -2.372016 -0.118 0.082 -0.062 0.30
H -2.650121 -2.608122 -1.735556 0.101 -0.006 -0.213 0.34
H -0.386305 -1.560102 -0.347150 -0.002 0.061 0.138 0.11
H -1.618271 -2.670927 0.225577 0.224 -0.002 0.156 0.52
H -2.199176 -1.176190 1.772741 0.007 0.216 0.118 0.31
H -3.007034 -0.278673 0.539456 0.079 0.181 -0.171 0.49
H -0.175459 0.092614 1.641163 0.302 0.202 -0.275 0.06
H -1.552511 1.096840 1.945404 0.209 0.109 0.042 0.37
H -1.640816 1.565574 -0.501547 -0.005 0.236 0.069 0.39
H 2.978410 0.398863 -1.926891 0.030 0.056 0.211 0.31
H 4.267331 1.749446 1.004187 0.474 -0.104 -0.439 0.26
H 1.747046 1.554958 2.779337 -0.186 0.351 -0.048 0.39
H 1.419898 -1.105334 1.205700 0.189 -0.322 0.446 0.37

=====

No. 6
83
Properties=species:S:1:pos:R:3:forces:R:3:mulliken_charge:R:1 method="wB97M-V/def2-TZVPD" s2=6.05 homo_energy_ev="-7.33 / -7.44" multiplicity=5 homo_lumo_gap_ev="7.77 / 5.19"
Ru -0.494641 0.258530 0.302359 -0.068 -0.153 -0.317 1.62
C 4.481944 1.932123 -4.571824 0.042 0.009 -0.033 -1.55
C 3.708581 1.432087 -3.388584 0.043 0.013 -0.008 0.50
C 4.334493 1.085311 -2.197171 -0.097 -0.036 0.041 -1.37
C 3.591907 0.612248 -1.139846 0.131 0.021 -0.161 -0.01
C 2.190316 0.465564 -1.221296 -0.209 -0.065 0.305 -0.23
N 1.519253 -0.031719 -0.124981 0.443 -0.093 -0.269 0.93
C 2.247476 -0.874325 0.733678 -0.356 0.237 -0.039 -0.52
C 2.995263 -1.908579 0.168634 0.081 -0.188 0.038 0.44
C 3.671030 -2.805955 0.966727 -0.027 0.043 0.046 -1.15
C 3.628721 -2.682127 2.351139 -0.019 0.013 -0.032 0.66
C 4.350218 -3.649366 3.244714 0.036 -0.016 -0.017 -1.67
C 2.866965 -1.658326 2.901516 -0.042 0.079 0.042 -0.84
C 2.142332 -0.760192 2.126804 0.155 -0.098 0.029 -0.95
C 1.272373 0.349315 2.724219 -0.099 -0.175 0.109 2.52
O 0.023788 0.424320 2.159776 0.074 0.165 0.020 -0.67
C 2.027554 1.710521 2.607268 -0.082 -0.091 0.040 0.29
F 1.998899 2.174459 1.352501 -0.021 0.029 -0.140 -0.12
F 3.316084 1.581925 2.950273 0.177 -0.010 0.061 -0.31
F 1.493122 2.651160 3.384061 -0.063 0.142 0.085 -0.27
C 0.961542 0.100812 4.231825 0.148 -0.023 -0.034 0.04
F 0.034076 0.932385 4.687376 -0.087 0.088 0.007 -0.19
F 0.500262 -1.141883 4.412355 -0.043 -0.129 0.006 -0.19
F 2.049747 0.249940 5.014877 0.042 0.006 0.032 -0.27
C 1.534258 0.910433 -2.397093 0.172 0.129 -0.019 -0.67
C 2.319661 1.349913 -3.448061 -0.088 0.064 0.002 -0.62
C 0.013697 1.011133 -2.522736 -0.092 -0.071 -0.172 1.91
O -0.722319 0.300656 -1.627753 -0.008 -0.071 0.113 -1.08
C -0.375342 2.513936 -2.363570 -0.018 -0.100 -0.054 0.32
F -0.136168 2.885452 -1.097609 0.044 0.028 0.195 -0.20
F -1.668491 2.699856 -2.614995 -0.049 0.041 -0.046 -0.25
F 0.322756 3.344473 -3.146097 0.031 0.104 -0.130 -0.29
C -0.463930 0.496187 -3.924051 0.089 0.062 0.048 0.26
F 0.220242 -0.598063 -4.281729 0.044 -0.131 0.013 -0.27
F -0.296233 1.406504 -4.902988 0.011 0.049 -0.062 -0.26
F -1.751312 0.173132 -3.911691 -0.126 0.031 0.021 -0.17
H 5.554820 1.898050 -4.390789 0.005 -0.007 0.019 0.38
H 4.211236 2.963329 -4.804311 -0.019 0.011 0.002 0.34
H 4.267448 1.333626 -5.458100 -0.014 -0.009 -0.008 0.36
H 5.405550 1.194328 -2.094232 0.047 0.011 0.008 0.36
H 4.083890 0.379759 -0.207765 0.004 -0.006 0.018 0.57
H 3.003163 -2.020689 -0.906469 0.002 0.025 -0.020 0.64
H 4.231919 -3.610127 0.509761 0.031 -0.045 -0.014 0.41
H 5.273605 -3.999661 2.785119 0.014 -0.005 -0.014 0.41
H 3.730548 -4.524323 3.446637 -0.031 -0.029 0.000 0.29
H 4.595585 -3.192053 4.201350 0.007 0.013 0.030 0.40
H 2.848477 -1.576515 3.977075 0.004 0.010 0.022 0.49
H 1.837824 1.673273 -4.359038 0.014 0.006 -0.032 0.67
C -3.692942 -2.461688 -0.969515 -0.036 0.011 -0.075 -0.75
As -2.491823 -3.118659 0.374740 0.196 0.067 -0.064 0.72
C -3.232638 -2.771451 2.104467 -0.006 0.010 0.114 -0.95
C -2.574225 -5.024874 0.174617 0.131 -0.158 -0.062 -1.17
S -0.487281 -2.497367 0.193927 -0.064 0.169 0.075 -0.49
H -4.489428 -3.196643 -1.089690 -0.036 0.079 -0.037 0.49
H -3.131940 -2.349028 -1.896787 -0.020 -0.009 0.037 0.29
H -4.086638 -1.494215 -0.668106 0.011 0.026 -0.002 0.02
H -4.250888 -3.154952 2.155046 -0.005 -0.002 0.021 0.41
H -3.224026 -1.699986 2.285951 -0.003 0.067 0.015 0.22
H -2.595182 -3.271137 2.834590 -0.069 0.035 -0.020 0.35
H -3.586572 -5.384280 0.353171 -0.009 0.007 0.014 0.40
H -1.878491 -5.477845 0.880489 -0.056 -0.003 -0.047 0.36
H -2.266406 -5.268818 -0.842714 -0.012 -0.025 0.077 0.36
C -4.138529 6.553352 -0.978345 0.016 0.023 -0.002 -1.65
C -3.791518 5.148043 -0.570557 0.018 0.008 0.028 0.65
C -2.843366 4.901173 0.410169 0.041 0.035 -0.049 -1.23
C -2.516635 3.612423 0.820789 -0.025 0.051 0.134 0.73
C -1.498579 3.432025 1.907996 0.128 -0.075 -0.015 -1.45
C -3.168939 2.535151 0.223090 -0.145 -0.131 -0.289 1.01
Se -2.825590 0.713300 0.731278 -0.260 -0.142 0.364 -0.82
C -4.139021 2.754021 -0.767251 0.036 0.099 0.001 0.99
C -4.853957 1.627942 -1.461272 -0.003 -0.048 -0.008 -1.71
C -4.429878 4.059368 -1.146569 0.022 -0.068 0.064 -1.08
H -3.320764 7.239686 -0.761132 0.012 0.008 0.010 0.37
H -5.020166 6.910156 -0.442349 -0.020 0.000 0.016 0.32
H -4.357314 6.614157 -2.043985 -0.009 -0.013 -0.030 0.38
H -2.331176 5.737222 0.872825 0.018 0.028 0.018 0.31
H -1.058735 4.390796 2.178329 -0.009 0.024 0.048 0.41
H -0.687070 2.765796 1.607084 -0.079 0.066 -0.014 0.02
H -1.941791 2.982906 2.799827 -0.006 -0.024 -0.028 0.39
H -4.156880 1.028494 -2.049870 0.059 -0.027 0.000 0.29
H -5.619763 2.019227 -2.129658 -0.002 0.023 -0.024 0.42
H -5.333952 0.954242 -0.750647 -0.011 -0.001 0.035 0.31
H -5.170687 4.225129 -1.920003 -0.036 0.010 -0.037 0.35

=====

No. 7
55
Properties=species:S:1:pos:R:3:forces:R:3:mulliken_charge:R:1 method="wB97M-V/def2-TZVPD" s2=0.95 relative_energy_kcal_mol=5.5 homo_energy_ev="-11.61 / -11.56" multiplicity=2 charge=+1 homo_lumo_gap_ev="7.98 / 7.85"
Mn -0.621799 1.011609 -0.221766 -0.303 -0.735 0.487 0.25
N 3.602288 0.845867 0.078383 -0.005 -0.018 -0.050 0.14
C 2.578657 0.827598 -0.777201 0.017 -0.049 0.032 -0.38
N 1.451928 0.897504 -0.091913 0.168 0.308 0.033 0.18
C 1.877363 0.965850 1.210747 -0.094 -0.034 -0.129 0.11
N 3.176464 0.935915 1.347779 -0.001 0.009 0.121 -0.70
C 0.879761 1.015019 2.274665 -0.033 0.012 0.011 0.28
C 1.180357 1.006075 3.628642 0.032 -0.001 -0.043 -0.38
N 0.225706 1.009388 4.548600 0.008 -0.001 0.014 -0.55
C -1.028155 1.010484 4.113356 -0.014 -0.002 0.005 -0.45
C -1.347909 1.020981 2.762050 -0.077 -0.042 -0.038 -0.63
N -0.389339 1.030409 1.837463 0.319 0.076 0.122 0.94
H 4.589538 0.803439 -0.122285 -0.009 0.003 0.001 0.19
H 2.688828 0.757484 -1.844900 -0.027 0.028 -0.019 0.45
H 2.211673 0.992916 3.958880 -0.005 0.002 0.012 0.50
H -1.813529 1.003829 4.858149 -0.002 -0.004 0.000 0.41
H -2.370825 1.007199 2.412513 0.002 0.015 -0.015 0.53
F -3.583722 -0.834918 -0.559912 -0.044 -0.062 0.013 -0.30
B -3.190126 0.394606 -0.986133 0.021 0.140 -0.051 0.32
F -1.986495 0.290547 -1.802694 0.035 0.094 -0.078 -0.42
F -4.126093 1.153494 -1.588450 -0.022 0.019 -0.030 -0.29
F -2.630038 1.124795 0.181849 0.004 0.070 -0.032 -0.33
I 0.272975 2.354870 -3.051085 0.088 0.116 -0.221 0.13
C -0.245623 3.655418 -1.510721 -0.117 -0.175 -0.006 0.34
C -0.180350 5.026726 -1.664902 0.008 0.011 -0.083 -0.67
C -0.677917 5.819915 -0.644532 -0.002 -0.012 0.008 -0.14
C -1.236153 5.211913 0.468639 -0.017 -0.024 0.025 -0.93
C -1.245748 3.833762 0.539386 0.030 -0.003 -0.005 -0.16
N -0.735295 3.054443 -0.426166 0.018 0.154 0.082 0.27
H 0.228423 5.452796 -2.569029 0.001 0.009 0.004 0.46
H -0.648012 6.897647 -0.729748 0.001 0.002 -0.005 0.42
H -1.664707 5.790137 1.273912 0.001 0.015 -0.004 0.43
H -1.684673 3.320998 1.383192 0.026 -0.006 -0.006 0.43
C -2.365274 -3.647591 -1.442974 0.017 0.020 -0.088 -1.11
C -1.290147 -3.622669 -0.364915 0.015 0.031 0.174 -0.71
Sb -0.225116 -1.762478 -0.224460 0.090 -0.043 -0.385 0.84
C 1.522666 -2.391832 0.881711 -0.030 0.087 0.046 -0.45
C 1.771087 -3.894565 0.931434 -0.031 -0.076 0.005 -1.38
C 0.565712 -1.819950 -2.230277 -0.064 0.116 0.018 -0.59
C 1.453681 -3.003165 -2.583538 0.036 -0.084 0.028 -1.36
H -2.831092 -4.633165 -1.479829 0.003 -0.009 0.012 0.40
H -1.944424 -3.455095 -2.431685 0.004 -0.003 0.004 0.30
H -3.142635 -2.910536 -1.263709 -0.013 -0.016 0.015 0.21
H -0.517173 -4.364418 -0.571037 0.014 0.008 0.028 0.38
H -1.700301 -3.856864 0.617928 -0.030 0.047 -0.006 0.49
H 1.426212 -1.999715 1.897429 -0.031 0.024 -0.014 0.39
H 2.373391 -1.870171 0.432695 -0.001 -0.025 -0.022 0.30
H 0.935349 -4.421575 1.392658 0.006 0.006 0.014 0.32
H 2.660938 -4.120086 1.520978 0.014 0.007 -0.005 0.42
H 1.915619 -4.320575 -0.061012 0.006 0.012 -0.003 0.27
H 1.087783 -0.873973 -2.394640 0.016 -0.014 0.019 0.26
H -0.316050 -1.773335 -2.872926 -0.003 -0.039 0.012 0.54
H 2.371332 -3.011537 -1.991798 -0.004 0.006 -0.001 0.30
H 1.742923 -2.980364 -3.635702 -0.003 0.020 -0.003 0.43
H 0.948050 -3.955032 -2.413078 -0.016 0.010 -0.005 0.29

=====

No. 8
14
Properties=species:S:1:pos:R:3:forces:R:3:mulliken_charge:R:1 method="wB97M-V/def2-TZVPD" relative_energy_kcal_mol=18.5 smiles="CC(=O)CCO" homo_energy_ev=-9.92 homo_lumo_gap_ev=10.78
C -1.319736 -1.711942 0.221092 -0.035 -0.006 -0.041 -1.15
C -0.128263 -0.795723 0.400186 0.078 0.025 0.328 0.84
O 0.402084 -0.715272 1.495051 -0.240 -0.008 -0.350 -0.62
C 0.398018 0.002417 -0.776648 0.041 0.017 0.010 -0.55
C 1.141526 1.265647 -0.328486 -0.272 0.099 -0.261 -0.51
O 2.289720 0.971278 0.425484 -0.014 -0.057 0.190 -0.53
H -1.733539 -1.710907 -0.789823 0.127 0.018 0.121 0.31
H -1.022746 -2.725917 0.499888 -0.022 0.074 -0.049 0.31
H -2.095749 -1.403997 0.929271 0.100 -0.014 -0.098 0.31
H 1.095710 -0.653658 -1.316931 -0.095 0.045 0.033 0.24
H -0.414745 0.243650 -1.472124 0.081 -0.026 0.132 0.36
H 0.437975 1.908145 0.229167 0.176 -0.102 -0.046 0.28
H 1.472629 1.831194 -1.205840 -0.083 -0.102 0.104 0.33
H 1.966118 0.449915 1.177783 0.156 0.038 -0.073 0.37